Entry 1:
# C18H53N7O7

7 unconnected molecules or ions with the total composition C18H53N7O7 at a distorted geometry (wB97M-V/def2-TZVPD, the Open Molecules 2025 dataset).

Results
Calculated total energy: -1627.44335 a.u.
Lowest unoccupied orbital energy: 0.3 eV
Frontier orbital gap: 0.33578 Ha
SMILES: COC[C@H](C)N.COC[C@H](C)N.COC[C@H](C)N.NC(N)=O.NC(N)=O.CCO.CCO
Total charge: 0
Relative energy (zero: lowest compared OMol25 entry of this formula, charge and spin): 68.4 kcal/mol
E_HOMO: -0.32482 hartree

Cartesian coordinates (Å):
C -3.0086 -1.6341 -1.7464
C -2.0854 -2.8306 -1.3089
O -2.7731 -3.6580 -0.3272
H -2.3541 -0.8748 -2.1747
H -3.3514 -1.1816 -0.8159
H -3.8158 -1.9760 -2.3941
H -1.2071 -2.4615 -0.7794
H -1.8250 -3.4000 -2.2011
H -3.5809 -3.9146 -0.7780
C 0.7646 0.3043 -0.2965
C 1.3332 -0.7697 -1.2184
O 1.4594 -1.7896 -0.3049
H -0.1741 -0.1499 0.0205
H 0.6320 1.2146 -0.8812
H 1.3767 0.7184 0.5047
H 2.2698 -0.4552 -1.6789
H 0.5779 -0.9929 -1.9720
H 1.7276 -2.5851 -0.7706
C 3.9990 2.1449 -0.5557
O 3.5636 2.9304 0.2199
N 4.9532 1.2604 -0.2547
N 3.6308 2.0264 -1.7719
H 5.2011 0.5066 -0.8796
H 5.3142 1.3712 0.6820
H 3.1399 2.8799 -1.9971
H 3.9830 1.3783 -2.4618
C 3.0155 -1.0486 3.3190
O 3.4519 -0.7363 4.3411
N 3.5612 -0.7540 2.1737
N 1.8168 -1.5215 3.1438
H 3.2435 -1.0534 1.2629
H 4.4257 -0.2378 2.2532
H 1.1822 -1.7322 3.9008
H 1.5641 -1.8257 2.2145
C -1.9744 2.7444 -2.4729
C -2.9486 3.6105 -3.2039
C -4.3756 3.5282 -2.8140
O -4.8242 2.3187 -3.4640
C -5.5390 1.4720 -2.5928
N -2.5039 5.0221 -3.1420
H -2.5018 1.8531 -2.1330
H -1.4748 3.0709 -1.5608
H -1.1415 2.4842 -3.1260
H -3.0055 3.2896 -4.2441
H -4.9974 4.3668 -3.1275
H -4.4461 3.6169 -1.7299
H -6.1080 2.0818 -1.8911
H -4.8606 0.9576 -1.9122
H -6.0720 0.7330 -3.1912
H -3.0191 5.5639 -3.8211
H -1.5455 5.1027 -3.4503
C 4.5416 -3.0601 -0.2478
C 4.6205 -3.8753 -1.5403
C 3.2614 -3.8920 -2.2900
O 2.1262 -4.2634 -1.4816
C 0.9743 -4.5194 -2.3481
N 5.8405 -3.3878 -2.2871
H 5.5963 -2.9815 0.0161
H 3.8488 -3.4925 0.4741
H 4.1391 -2.0619 -0.4202
H 4.7207 -4.9228 -1.2562
H 3.4945 -4.5628 -3.1170
H 2.9877 -2.9265 -2.7153
H 0.9322 -5.4689 -2.8816
H 0.7612 -3.7101 -3.0465
H 0.1829 -4.6454 -1.6093
H 5.7791 -3.8809 -3.1664
H 6.6887 -3.7709 -1.8947
C -3.5140 2.2818 6.7954
C -2.4945 2.4384 5.6812
C -2.4905 1.4075 4.6819
O -1.4616 1.7749 3.7449
C -1.3580 0.9884 2.5370
N -2.7113 3.7109 5.0547
H -3.5005 3.0445 7.5740
H -3.4424 1.2341 7.0874
H -4.5178 2.3276 6.3731
H -1.4685 2.6084 6.0075
H -3.4856 1.5041 4.2478
H -2.2125 0.4371 5.0932
H -0.9592 -0.0137 2.3795
H -0.8278 1.6663 1.8681
H -2.3483 0.9385 2.0843
H -2.0518 3.7410 4.2903
H -2.3245 4.3635 5.7214

Entry 2:
# C18H54AlN10O6P3

A molecular structure, C18H54AlN10O6P3 at a distorted geometry (wB97M-V/def2-TZVPD, the Open Molecules 2025 dataset).

Results
Calculated total energy: -2983.03171 a.u.
Lowest unoccupied orbital energy: -10.8 eV
Frontier orbital gap: 0.06693 Ha
Total charge: +2
Relative energy (zero: lowest compared OMol25 entry of this formula, charge and spin): 31.5 kcal/mol
E_HOMO: -0.46525 hartree

Cartesian coordinates (Å):
Al -0.4647 -4.3690 -1.4299
N -1.5827 -0.8735 0.5079
O -2.7526 -0.5786 0.7842
O -0.6555 -0.0920 0.8098
O -1.3396 -1.9461 -0.0640
O -0.5483 -1.9867 -3.1564
P -0.5666 -0.6742 -3.8067
N -1.9985 0.1991 -3.5143
C -3.3014 -0.2686 -4.0384
C -2.1710 0.9732 -2.2887
N -0.4873 -0.7301 -5.4748
C -1.0242 0.2838 -6.3685
C 0.4254 -1.6980 -6.0935
N 0.6712 0.3939 -3.3807
C 0.7543 1.7711 -3.8872
C 1.1863 0.2521 -2.0220
H -3.4581 -1.2964 -3.7163
H -3.3182 -0.1565 -5.1238
H -4.0988 0.4021 -3.7270
H -1.2600 1.4580 -1.9376
H -2.4920 0.3699 -1.4279
H -2.9526 1.7071 -2.4775
H -1.6212 1.0563 -5.8965
H -0.2490 0.6908 -7.0254
H -1.6703 -0.2469 -7.0804
H 0.4195 -2.5752 -5.4440
H 0.1249 -2.0323 -7.0827
H 1.4401 -1.2956 -6.0631
H 1.7520 1.8489 -4.3287
H 0.1077 1.9364 -4.7444
H 0.6075 2.4830 -3.0785
H 0.7064 0.8528 -1.2370
H 2.2370 0.5557 -1.9887
H 1.1343 -0.7769 -1.6648
O -4.7025 1.2380 2.7686
P -3.6539 2.0721 3.3788
N -4.2005 3.5233 4.0480
C -3.3451 4.6161 4.5291
C -5.6529 3.7365 3.9220
N -2.4205 2.5369 2.2980
C -1.0797 2.8919 2.7359
C -2.6845 2.7138 0.8824
N -2.8738 1.2991 4.6560
C -3.6016 1.1743 5.9236
C -1.8732 0.2975 4.3335
H -2.9302 5.1336 3.6599
H -2.6102 4.1993 5.2156
H -4.0107 5.3248 5.0151
H -6.1568 3.0515 4.6029
H -5.9891 3.5244 2.9032
H -5.9325 4.7730 4.0937
H -1.0404 3.9946 2.7465
H -0.8347 2.4797 3.7057
H -0.3238 2.7137 1.9668
H -3.3332 3.5915 0.7542
H -1.7973 3.0013 0.3228
H -3.1872 1.8460 0.4586
H -4.5306 0.6339 5.7179
H -3.0174 0.6342 6.6613
H -3.8506 2.1839 6.2565
H -1.6890 0.3212 3.2570
H -2.0736 -0.7180 4.6815
H -0.9188 0.5139 4.8343
O 2.0635 -3.2548 -0.3206
P 3.3199 -2.6179 0.1536
N 4.3915 -3.7244 0.8107
C 4.4872 -5.0176 0.1306
C 5.4267 -3.4661 1.7902
N 3.1138 -1.4826 1.3873
C 2.5922 -1.8771 2.6796
C 2.7111 -0.1193 1.0045
N 4.1826 -1.7603 -1.0138
C 5.5922 -1.4338 -0.8047
C 3.9029 -2.0854 -2.4258
H 3.5207 -5.2823 -0.2991
H 4.5583 -5.7877 0.9041
H 5.2951 -5.0719 -0.5972
H 5.3852 -4.2029 2.5938
H 5.3034 -2.4820 2.2445
H 6.4374 -3.4376 1.3729
H 2.9007 -1.2118 3.4875
H 1.4944 -1.8117 2.7052
H 2.8302 -2.9221 2.8703
H 1.6339 -0.0154 0.8284
H 2.8958 0.4684 1.9074
H 3.2959 0.2406 0.1655
H 6.1831 -2.3442 -0.9601
H 5.9374 -0.6334 -1.4539
H 5.7934 -1.1450 0.2278
H 4.4138 -1.3660 -3.0628
H 2.8204 -2.0107 -2.5193
H 4.2780 -3.0848 -2.6685

Entry 3:
# C18H54F3O10S9V

A molecular structure, C18H54F3O10S9V at a distorted geometry (wB97M-V/def2-TZVPD, the Open Molecules 2025 dataset).

Results
Calculated total energy: -6297.87159 a.u.
Lowest unoccupied orbital energy (spin up / spin down): 2.2 / 2.2 eV
Frontier orbital gap (spin up / spin down): 0.30842 / 0.32036 Ha
2S+1: 2
Total charge: -1
Relative energy (zero: lowest compared OMol25 entry of this formula, charge and spin): 0.0 kcal/mol
E_HOMO (spin up / spin down): -0.22878 / -0.24072 hartree

Cartesian coordinates (Å):
O 11.3630 -19.4737 -3.8322
V 10.6694 -18.8760 -2.5104
F 10.8861 -16.9463 -2.6457
F 8.8294 -18.8891 -2.8271
F 11.6436 -18.8258 -0.9706
C 6.2949 -14.9609 -3.0480
S 6.8703 -16.5417 -3.7734
O 6.0443 -16.8045 -5.0308
C 8.4057 -16.0968 -4.3330
H 5.2824 -15.1804 -2.8921
H 6.3942 -14.1138 -3.8169
H 6.7823 -14.7480 -2.0967
H 8.8758 -17.0015 -4.6516
H 9.1516 -15.6635 -3.6541
H 8.3009 -15.4026 -5.1929
C 12.8695 -22.2555 2.6641
S 11.2669 -21.4707 2.7370
O 10.2093 -22.3429 2.1201
C 11.5953 -20.2420 1.4088
H 13.2662 -22.3518 1.6163
H 12.7540 -23.1586 3.2152
H 13.5900 -21.6031 3.1535
H 12.5785 -19.8348 1.5884
H 10.7892 -19.5691 1.3666
H 11.6345 -20.8826 0.5685
C 7.2916 -20.2393 -5.3931
S 6.2781 -21.4570 -4.5709
O 6.9943 -22.8254 -4.5786
C 6.4893 -20.9966 -2.8501
H 7.5687 -20.5164 -6.4073
H 8.1117 -20.0913 -4.6647
H 6.6903 -19.3755 -5.2964
H 7.4611 -20.5375 -2.7102
H 6.3519 -21.9298 -2.2833
H 5.7448 -20.2452 -2.5394
C 6.3774 -17.0422 1.8385
S 6.6503 -16.4039 0.2271
O 7.4392 -15.1668 0.3917
C 7.7981 -17.7225 -0.2609
H 5.4902 -16.5541 2.3204
H 7.2736 -16.9062 2.4420
H 6.2144 -18.0896 1.6991
H 7.5449 -18.6898 0.1399
H 8.8123 -17.5062 -0.0482
H 7.7088 -17.7202 -1.4004
C 13.4035 -16.6133 -5.0154
S 14.9392 -16.7047 -3.9875
O 16.0030 -16.6139 -5.0542
C 14.6931 -15.0664 -3.2776
H 13.2548 -15.5468 -5.2343
H 12.5868 -16.9838 -4.3876
H 13.6652 -17.1330 -5.9616
H 13.8082 -15.0906 -2.5550
H 14.5562 -14.2885 -4.0374
H 15.5864 -14.8492 -2.7327
C 16.4481 -19.0190 -0.5809
S 15.7766 -18.6258 1.0717
O 14.9072 -19.7789 1.4545
C 14.5197 -17.4210 0.4494
H 15.6849 -19.4443 -1.1849
H 17.1749 -19.8147 -0.3894
H 17.0208 -18.2256 -1.0447
H 14.8414 -16.6658 -0.2401
H 14.1189 -16.8590 1.3386
H 13.7432 -18.1078 0.0616
C 7.5638 -21.8119 0.4241
S 7.4652 -20.9997 1.9901
O 6.1721 -20.2623 1.9991
C 7.0736 -22.4871 2.9569
H 7.9602 -21.0051 -0.2719
H 6.5961 -22.1882 0.0990
H 8.3262 -22.5783 0.5293
H 7.6921 -23.2555 2.5222
H 6.0194 -22.6166 2.7645
H 7.1560 -22.3983 4.0561
C 10.9706 -16.1202 0.4500
S 12.0234 -14.6094 0.4980
O 13.4127 -14.9838 0.0707
C 11.2065 -13.8180 -0.9653
H 11.3395 -16.8122 1.1894
H 10.9128 -16.5461 -0.6087
H 10.0435 -15.7522 0.8391
H 10.0961 -13.8028 -0.7498
H 11.4236 -14.5014 -1.7697
H 11.6437 -12.8664 -1.1610
C 12.1161 -21.9189 -2.3190
S 10.3544 -22.1102 -1.9464
O 9.9718 -20.6982 -1.5447
C 9.9330 -22.4708 -3.7154
H 12.5452 -22.8720 -2.6522
H 12.6211 -21.5475 -1.4695
H 12.2504 -21.3458 -3.2446
H 10.5596 -21.8238 -4.3424
H 8.8404 -22.4025 -3.8057
H 10.1822 -23.5141 -3.7966